No. 1
48
Properties=species:S:1:pos:R:3:lowdin_charge:R:1 method="wB97M-V/def2-TZVPD" e_homo_ev=-8.38 smiles="C=CCn1cc(-c2n[nH]c3c2CN(C(=O)C2(c4ccccc4Cl)CC2)C3)cn1" e_lumo_ev=0.472 multiplicity=1
C 1.01134 0.77808 -1.68004 -0.19
C -2.91294 2.72705 -0.89685 -0.01
C 1.81794 -0.14172 -0.83146 -0.04
C -0.14254 1.19018 -1.09811 -0.09
C 2.74999 -2.85849 1.10116 -0.18
N 1.06241 1.31559 -2.91180 0.04
H -6.17876 1.92673 -0.79731 0.11
C 2.20033 -3.96456 1.75182 -0.57
C 3.58041 -4.36925 -0.61137 -0.08
H 3.97151 -1.93176 3.32339 0.11
O 0.43268 -0.85087 2.43631 0.06
C -2.04497 2.71047 -1.96780 -0.15
N -3.95744 3.50235 -1.25102 -0.17
H 4.72377 -0.88045 1.16040 0.11
H 3.89916 -2.25298 -0.59134 0.11
C -0.77346 2.00908 -2.06195 -0.20
C 3.00757 -5.44689 0.04502 -0.08
C 3.36209 -1.14304 2.90489 -0.07
C -6.11042 2.32052 1.26059 0.01
N -0.02620 2.07881 -3.15769 0.10
H -6.65271 1.43042 1.54981 0.06
H 3.58643 0.52057 1.44755 0.11
N 0.99570 -0.12321 0.39239 -0.01
C -5.12697 3.83032 -0.45310 -0.14
C 2.32078 -5.24421 1.23049 -0.10
H -2.86815 2.25085 0.06920 0.13
H 1.76794 1.24255 -3.62120 0.15
C 2.62195 -1.46319 1.63962 -0.34
C 3.80334 -0.52877 1.60718 -0.08
H 2.84455 -0.52437 3.62400 0.11
C -2.68060 3.51248 -2.93763 -0.10
N -3.83015 3.99061 -2.49446 0.08
C 1.24192 -0.82300 1.52670 -0.41
H -4.82691 4.42796 0.41022 0.12
C 3.44733 -3.09543 -0.08237 -0.04
H -1.12864 -0.09156 0.35548 0.13
H 3.10047 -6.44741 -0.35608 0.11
H -5.78530 2.98201 2.05582 0.06
H -5.74994 4.44783 -1.09841 0.12
C -5.85787 2.59928 -0.00801 -0.17
H 4.13002 -4.51785 -1.53150 0.10
H 1.88603 -1.14714 -1.25682 0.12
C -0.28763 0.60086 0.26502 -0.06
H 1.87996 -6.07206 1.76821 0.10
H -0.37229 1.33120 1.07239 0.13
H 2.83124 0.21771 -0.63627 0.12
Cl 1.37362 -3.78089 3.26410 0.75
H -2.33658 3.75558 -3.92916 0.11



No. 2
21
Properties=species:S:1:pos:R:3:lowdin_charge:R:1 method="wB97M-V/def2-TZVPD" e_homo_ev=-8.68 smiles="N/C=C/N.NCCS" e_lumo_ev=0.914 multiplicity=1
C -2.39931 -0.03732 -0.11107 -0.22
H -3.68501 1.55260 -0.37222 0.08
C 1.61636 -0.48750 0.46088 -0.38
H 2.71469 2.72386 -1.09020 -0.16
N 1.69280 -0.94802 1.84900 -0.01
H -2.32468 1.58947 -1.27817 0.07
H 2.49782 -1.54285 1.98073 0.06
H -2.67743 -2.69259 1.48482 0.06
H 0.86215 -1.48655 2.06632 0.06
S 2.01567 1.58997 -1.29355 0.66
H 2.38839 1.44440 1.06750 0.07
H -1.40695 0.14899 0.28980 0.08
N -3.01878 0.97542 -0.87231 0.01
H 1.91279 -1.26594 -0.24843 0.11
N -2.10245 -2.23863 0.78434 -0.01
H 3.55654 0.44508 0.18449 0.06
H -1.73642 -2.93541 0.14650 0.07
C -2.87045 -1.26657 0.06071 -0.22
C 2.50763 0.73176 0.25618 -0.56
H -3.81831 -1.58486 -0.35956 0.10
H 0.59505 -0.17351 0.25666 0.06



No. 3
25
Properties=species:S:1:pos:R:3:lowdin_charge:R:1 method="wB97M-V/def2-TZVPD" e_homo_ev=-7.80 smiles="C=C(C)N[C@H](N)C(C)C" e_lumo_ev=0.947 multiplicity=1
C -0.02511 0.21687 -0.79092 -0.41
H -0.04492 0.59342 1.25937 0.12
N 0.42956 1.43732 -1.43648 0.06
C -2.06567 -1.29171 -0.50446 -0.08
H 2.15098 -1.95378 -0.38904 0.08
H -2.17790 0.92444 1.10144 0.07
H -1.97056 2.16493 -0.14527 0.07
C 2.16707 -0.10052 2.20475 0.01
C -1.57910 0.12121 -0.84781 -0.38
N 0.44597 0.03706 0.56792 0.05
H -1.83522 -1.55987 0.53160 0.08
H 2.82214 -0.38417 -0.89590 0.08
H -3.15067 -1.36656 -0.63701 0.08
H 3.16506 -0.39269 2.51514 0.05
H 0.35629 -0.60997 -1.40226 0.13
H -3.38646 1.11652 -0.16820 0.08
C 1.72336 -0.33303 0.95896 -0.42
C -2.31046 1.14169 0.03650 -0.08
H 3.58803 -1.30194 0.40124 0.08
H 1.25983 1.72229 -0.91909 0.08
H -0.24607 2.18132 -1.30666 0.05
H 1.54793 0.38639 2.94947 0.04
C 2.62059 -1.02976 -0.03527 -0.05
H -1.88411 0.31433 -1.88627 0.14
H -1.60054 -2.03368 -1.16185 0.08



No. 4
43
Properties=species:S:1:pos:R:3:lowdin_charge:R:1 method="wB97M-V/def2-TZVPD" e_homo_ev=-12.03 e_lumo_ev=-2.317 multiplicity=1 total_charge=+1
H -2.92134 -0.87663 2.97030 0.08
C 2.12654 -0.04630 1.46255 -0.10
H 1.86722 0.85147 0.91511 0.04
C 0.22078 -0.71723 -2.13234 -0.12
H 3.74524 1.91750 -1.40306 0.08
H -3.57356 3.36477 1.76808 0.07
H -1.46032 -0.65431 0.65909 0.07
H 1.39426 -1.57483 2.71457 0.11
H 0.95389 -2.23114 0.28794 0.12
H -0.15990 1.98477 -3.26821 0.11
C 0.25393 -1.66953 0.91473 -0.22
H -1.43559 1.30718 -2.29022 0.10
H 4.37752 -1.77577 -2.55381 0.07
C -0.42358 1.69422 -2.25070 0.00
H 1.47379 0.88384 -1.76482 0.11
H -0.02317 -0.88561 -3.17815 0.14
H -1.24256 2.37043 1.38369 0.01
H -3.16113 1.86985 2.19606 0.03
O 4.08403 -1.30400 -1.76184 -0.05
H -4.56754 -0.87303 0.84683 0.00
O -2.50500 -0.44450 2.21214 -0.04
H -0.89003 -2.42463 -1.25656 0.13
H 0.26067 2.55292 1.51968 0.06
H 2.75160 -0.67397 0.82719 0.06
O -5.00188 -1.35924 0.13675 -0.05
H -0.40070 2.59190 -1.64364 0.09
O -2.86911 2.76635 2.02407 -0.03
O 3.15998 1.18465 -1.62805 -0.06
H 0.37751 0.63503 -0.64917 0.11
H 0.26884 -0.22478 2.49795 0.07
H 1.17002 -1.24700 -2.01358 0.12
H -1.82077 0.05873 2.67469 0.05
H -4.27289 -1.94910 -0.09593 0.03
N -0.64330 -0.85420 0.10191 -0.08
C 0.96543 -0.87718 2.00458 -0.22
C -0.86408 -1.32689 -1.24280 -0.19
H -1.81085 -0.99393 -1.66736 0.12
H 4.35841 -1.94142 -1.08625 0.07
H 3.72538 0.43972 -1.35135 0.02
H 2.74090 0.32892 2.28673 0.08
O -0.38632 1.95018 1.13174 -0.07
N 0.45576 0.66429 -1.68877 -0.03
H -0.29811 -2.49150 1.39023 0.12



No. 5
96
Properties=species:S:1:pos:R:3:lowdin_charge:R:1 method="wB97M-V/def2-TZVPD" e_homo_ev=-9.06 e_lumo_ev=-2.703 multiplicity=1 total_charge=+1
H 0.44830 1.18037 6.22774 0.10
C 2.59853 4.97574 -0.30914 -0.10
H -1.15476 0.39701 6.12285 0.10
H 3.39774 3.88264 -2.61716 0.06
C -1.45579 -1.60093 -1.22915 -0.27
H 3.59880 1.94402 1.13160 0.03
C -0.36396 -3.85777 -4.91882 -0.08
H -0.13851 3.88209 -2.04752 0.08
C -2.76288 -0.02090 -2.74965 -0.01
C 2.48488 1.90815 -2.32557 -0.66
H -2.36839 3.11765 3.90348 0.10
H 3.62035 5.05511 -0.71462 0.08
C -2.80207 -1.42979 3.09781 -0.10
H 2.09182 -0.10386 -3.14866 0.07
C 0.93379 -3.39880 1.40121 -0.12
N 0.98973 -1.38974 -0.92581 -0.12
H -0.96175 -3.55307 3.31537 0.07
H -2.24467 3.33625 -3.16947 0.12
H 1.89208 4.69812 2.28348 0.10
H -1.75925 -1.20897 3.35467 0.04
H -2.14251 -2.34313 -1.64736 0.08
C 0.33484 -2.73093 -2.87900 -0.19
H 0.63289 0.77885 -2.76610 0.04
H -2.67309 0.68244 1.22922 0.05
H 4.53274 3.18156 0.25719 0.07
H -0.68116 -5.58722 0.30903 0.09
H -1.64699 -2.57157 -3.74218 0.09
H -3.41006 -0.63041 3.54315 0.08
H 4.26796 0.74523 -2.74800 0.10
Sr 0.69225 0.18698 0.88037 1.03
H 1.79548 3.68503 -3.40342 0.08
C 0.07231 -1.87676 -1.64347 -0.46
C -0.49675 1.20570 3.59442 -0.34
C -2.93752 1.27544 -3.25413 -0.03
H 0.07809 0.26515 3.76457 0.14
N -0.81350 1.90309 4.67767 -0.16
C 1.61690 -3.28158 -3.02298 -0.05
H -3.07388 -2.37639 3.57878 0.07
H -1.76214 -4.44250 -0.51617 0.07
C 1.47721 3.87191 1.67899 -0.11
H -3.33553 -0.86156 -3.13943 0.12
C 0.91062 -4.42912 -5.03822 -0.09
C 2.74031 3.17838 -3.14548 -0.11
C -0.61762 1.35146 6.01947 -0.02
C 2.37029 3.64515 0.43462 -0.67
H -4.32159 0.28076 1.72091 0.09
H -0.00743 -4.38939 -0.80791 0.08
H -0.77181 -5.17209 2.61506 0.10
H -1.70843 3.60164 5.50618 0.09
O -0.78777 1.56667 2.40954 -0.19
H 1.12166 -5.08792 -5.88102 0.10
C 3.69332 3.02366 0.94523 -0.09
C -3.47470 -0.05898 1.10182 -0.09
H 3.97165 3.48009 1.90900 0.09
C 3.79158 1.21769 -1.87736 -0.09
C -3.01992 -1.46700 1.56734 -0.69
H -0.75630 3.92304 4.02006 0.10
C 1.90695 -4.15014 -4.08765 -0.07
H -3.52341 -3.26579 0.38484 0.06
H 2.46122 5.82528 0.38057 0.08
H 1.45564 2.99194 2.33890 0.06
C -0.23450 3.09366 -1.28090 -0.23
H -4.36997 -3.14312 1.94892 0.08
C 1.64399 0.89963 -3.16377 -0.07
H -2.29589 -4.28191 2.37670 0.07
H 1.42874 -2.82172 0.60554 0.03
C -1.83691 -0.21630 -1.71277 -0.30
H 1.42472 -4.38492 1.41669 0.10
H -3.80099 -0.05176 0.05245 0.08
C -0.58781 -3.58294 1.15237 -0.65
C -1.45124 3.21696 4.50560 0.00
C -0.64984 -3.01165 -3.83866 -0.04
H 1.14144 -2.90581 2.35984 0.06
H 3.23525 2.89640 -4.08908 0.09
C -1.20425 -4.17134 2.43915 -0.09
H 4.51339 1.92085 -1.44608 0.06
H 1.54476 1.23207 -4.21103 0.09
N -1.15837 0.82636 -1.18395 0.07
H -1.14496 -4.06200 -5.65550 0.10
C 3.06428 -0.33167 2.48924 0.02
H -3.65448 1.44350 -4.05566 0.12
C -2.16630 2.32398 -2.76187 -0.02
H 1.88487 5.11656 -1.13621 0.07
C -3.98807 -2.56277 1.09693 -0.09
C -0.77830 -4.54424 -0.03839 -0.08
H -0.64965 3.56235 -0.36225 0.09
H -4.85450 -2.11338 0.59012 0.08
H 2.89191 -4.60627 -4.17511 0.10
P 1.50159 2.46269 -0.79073 1.03
O 3.77540 -0.87588 3.20437 0.10
H 0.44055 4.13067 1.43139 0.07
P -1.40867 -1.89877 0.72944 1.08
H 2.37688 -3.02994 -2.27612 0.10
C -1.22359 2.04145 -1.77156 -0.33
H 3.59780 0.41280 -1.15199 0.07
H -1.01310 2.05837 6.75320 0.09



No. 6
12
Properties=species:S:1:pos:R:3:lowdin_charge:R:1 method="wB97M-V/def2-TZVPD" e_homo_ev="-8.26 / -8.26" e_lumo_ev="-1.240 / -1.244" multiplicity=1
H 0.11533 1.49604 -1.11111 0.13
C -2.14844 0.16484 -0.04321 -0.78
S -0.59310 -0.77240 -0.46623 0.79
I -3.47380 -1.16842 1.03071 0.63
H -2.65952 0.30800 -0.94335 -0.11
H 1.77937 -0.05042 0.84338 0.04
H 2.39374 0.95012 -0.43701 0.07
H 1.46971 1.61756 0.91116 0.11
H 1.05245 -1.81995 0.50390 -0.08
N 0.45983 0.55535 -0.75085 -0.35
C 1.54400 0.72674 0.17755 -0.19
C 0.06043 -2.00747 0.28507 -0.26



No. 7
51
Properties=species:S:1:pos:R:3:lowdin_charge:R:1 method="wB97M-V/def2-TZVPD" e_homo_ev=-6.35 e_lumo_ev=2.127 multiplicity=1 total_charge=-1
O 3.08780 2.52074 -1.77253 0.08
H 4.88529 5.11750 -1.47418 0.09
N -3.73603 4.80244 1.10906 -0.45
C -1.70927 -0.09027 1.59387 -0.28
O 0.89247 0.17296 1.77336 -0.30
O -0.27689 -1.72670 -2.18112 -0.33
H 1.99615 -0.36990 -2.37180 0.10
H -2.30016 3.36997 1.66176 0.08
S 0.44115 -1.27506 -0.99413 0.56
H 2.41680 -2.03675 -1.95261 0.11
O -2.56828 -3.24530 -1.63964 0.12
N -0.00437 0.21804 -0.61855 -0.31
C -3.72352 -2.60298 -1.57983 -0.45
H 3.79218 -2.65775 2.05922 0.10
F -4.67612 -3.82032 0.25368 0.14
S -0.13849 0.64219 0.88970 0.55
C -3.37665 -2.02217 0.99136 -0.37
F -3.92690 0.29094 0.88545 0.13
H 3.84795 0.06079 -1.14840 0.09
C -4.32544 -2.56977 -0.13370 -0.35
H 2.29856 -1.85430 1.57757 0.08
O 5.19179 2.74031 -1.33703 0.06
H -3.74014 2.72950 0.84426 0.09
H -1.93083 -2.71251 -2.19874 0.12
N 2.68325 -3.70955 0.62754 -0.01
C -3.38266 3.43740 1.58482 0.05
C 3.92277 4.65862 -1.66428 0.04
O -4.44929 5.48802 1.82008 0.04
C 2.10936 -1.07177 -1.53889 -0.24
H 2.67509 0.17647 0.14405 0.09
H 4.40767 -2.26573 -0.51318 0.10
C 3.14173 -0.52544 -0.55265 -0.23
F -5.43721 -1.82344 -0.17000 0.15
F -2.30080 -2.81435 1.06924 0.16
H 4.74331 -1.06613 0.74983 0.10
C 3.14609 -2.43653 1.20241 -0.28
O -4.31503 -2.09086 -2.48393 0.16
O -1.87397 -0.06877 2.77376 0.14
O -0.49756 2.04190 0.96491 -0.32
H 3.18371 4.93541 -0.91858 0.10
H 2.83299 -4.47386 1.27058 0.05
N 4.08537 3.17936 -1.58657 -0.45
C 3.94275 -1.58223 0.20738 -0.20
H 1.68981 -3.65188 0.43426 0.03
H -3.86372 3.29000 2.54419 0.10
H 3.55075 4.88657 -2.65828 0.10
C -2.89519 -0.57122 0.70059 -0.38
O -3.29142 5.15440 0.03663 0.06
O 0.39257 -2.15927 0.15058 -0.33
F -2.60827 -0.54144 -0.60575 0.13
F -4.00913 -2.07726 2.17425 0.16



No. 8
13
Properties=species:S:1:pos:R:3:lowdin_charge:R:1 method="wB97M-V/def2-TZVPD" e_homo_ev=-9.47 smiles="CC(C)=C(I)C#N" e_lumo_ev=0.253 multiplicity=1
C 1.71084 -0.46341 -2.73044 -0.26
H 1.31274 1.33929 1.29601 0.11
C 0.06425 -1.14924 -0.57310 -0.07
H -0.17806 0.23488 1.38142 0.05
H -0.89015 -1.11261 -1.15959 0.12
C 0.71028 0.19453 -0.50575 -0.42
I 2.65160 2.27485 -1.78368 0.87
H 0.66748 -1.81439 -1.11933 0.04
C 0.32937 0.98295 0.78004 -0.05
H -0.06764 -1.59304 0.45121 0.10
C 1.52803 0.54413 -1.46737 -0.71
H -0.37710 1.77191 0.44115 0.09
N 1.83785 -1.18959 -3.63893 0.12



No. 9
14
Properties=species:S:1:pos:R:3:lowdin_charge:R:1 method="wB97M-V/def2-TZVPD" e_homo_ev=-8.63 smiles=Cn1nc(O)cc1S e_lumo_ev=0.628 multiplicity=1
H 1.86847 2.42191 0.65412 -0.07
H 2.54478 0.01899 -0.28016 0.14
H -1.80731 1.09049 1.50173 0.10
H 0.83703 -3.16942 -1.06555 0.07
H -2.69774 -0.21471 0.56781 0.11
C 1.43417 -0.16940 -0.11797 -0.07
C -1.92352 0.62872 0.44761 -0.09
O 1.48000 -2.50316 -0.99828 0.07
N -0.48002 -1.21680 -0.54315 0.13
S 0.46002 2.38375 0.66178 0.80
C 0.46290 0.68518 0.18491 -0.67
N -0.71477 0.06792 -0.08943 -0.22
C 0.84072 -1.34244 -0.59590 -0.38
H -2.30472 1.31896 -0.32751 0.09



Per-record E_tot, eV: -44120.3656 -19663.3019 -10498.4476 -21952.4118 -64107.9710 -23627.0549 -78137.0573 -14871.2240 -20106.8138
Per-record relative energy (zero: lowest compared OMol25 entry of this formula, charge and spin), kJ/mol: 185.9 146.7 78.1 122.8 139.2 530.1 0.0 91.8 243.9